P:
{
  "formula": "CH3Cl2FSi",
  "method": "wB97M-V/def2-TZVPD",
  "elements": ["C", "F", "Si", "Cl", "Cl", "H", "H", "H"],
  "coordinates": [[0.93, 0.47, -0.10], [1.13, 1.56, -0.95], [-0.84, -0.12, 0.17], [-1.41, -1.28, -1.39], [-2.54, 0.93, 0.60], [1.39, -0.36, -0.47], [1.48, 0.81, 0.76], [-0.14, -2.01, 1.39]],
  "nbo_charge": [-0.395, -0.368, 1.263, -0.371, -0.320, 0.208, 0.218, -0.234],
  "lumo_energy_ev": -0.64,
  "orbital_gap_ev": 8.9,
  "charge": 0
}

---

Q:
{
  "formula": "CH3Cl2FSi",
  "method": "wB97M-V/def2-TZVPD",
  "elements": ["C", "F", "Si", "Cl", "Cl", "H", "H", "H"],
  "coordinates": [[0.32, 0.11, 1.05], [1.42, 0.91, 1.17], [-0.53, 0.16, -0.65], [-1.79, 1.64, -1.02], [-1.30, -1.60, -1.13], [0.83, -0.83, 1.05], [-0.34, 0.11, 1.89], [1.39, -0.50, -2.36]],
  "nbo_charge": [-0.393, -0.350, 1.222, -0.329, -0.350, 0.208, 0.198, -0.205],
  "lumo_energy_ev": [-0.85, -0.70],
  "orbital_gap_ev": [8.8, 7.6],
  "charge": 0
}

---

How do the energies compare? Relative to the most stable structure, in kJ/mol: P 0.0; Q 79.7.

---

P:
{
  "formula": "C3H35O15",
  "method": "wB97M-V/def2-TZVPD",
  "elements": ["C", "C", "C", "O", "H", "H", "H", "H", "H", "H", "H", "O", "H", "H", "O", "H", "H", "O", "H", "H", "O", "H", "H", "O", "H", "H", "O", "H", "H", "O", "H", "H", "O", "H", "H", "O", "H", "H", "O", "H", "H", "O", "H", "H", "O", "H", "H", "O", "H", "H", "O", "H", "H"],
  "coordinates": [[-1.22, -0.26, -1.50], [-0.80, -0.55, -0.06], [0.25, -1.69, 0.15], [-0.25, 0.58, 0.44], [-1.75, -1.13, -1.88], [-0.24, -0.19, -2.08], [-1.75, 0.66, -1.48], [-1.72, -0.74, 0.37], [-0.05, -2.57, -0.37], [0.42, -1.91, 1.20], [1.24, -1.53, -0.32], [2.14, -3.66, 2.42], [1.33, -3.47, 2.87], [2.39, -2.85, 1.97], [3.64, -1.81, 0.36], [3.14, -1.00, 0.40], [4.20, -1.89, 1.17], [-1.12, -0.13, 2.89], [-0.65, -0.09, 2.06], [-1.03, 0.73, 3.21], [-4.61, -0.30, -0.02], [-4.02, 0.27, 0.44], [-4.99, 0.28, -0.71], [2.24, 0.47, 1.13], [1.30, 0.44, 0.78], [2.29, -0.07, 1.94], [-0.03, 2.98, -0.38], [-0.26, 2.07, -0.02], [0.10, 2.94, -1.39], [-2.90, 3.11, -1.54], [-2.96, 2.42, -2.22], [-2.03, 3.49, -1.63], [2.51, -1.37, -2.90], [2.40, -0.52, -2.42], [1.96, -2.03, -2.56], [0.19, -2.50, 4.04], [-0.41, -2.64, 4.74], [0.05, -1.60, 3.76], [2.24, -0.95, 3.27], [2.25, -0.11, 3.74], [2.01, -1.55, 3.96], [-2.72, 1.61, 0.75], [-2.88, 2.08, -0.02], [-1.91, 1.08, 0.52], [0.57, 2.60, -2.94], [-0.25, 2.29, -3.35], [1.01, 1.93, -2.41], [1.89, 0.79, -1.53], [1.32, 0.40, -0.94], [2.74, 0.86, -1.05], [-1.72, 1.97, -4.03], [-2.51, 1.42, -4.22], [-1.05, 1.63, -4.61]],
  "nbo_charge": [-0.626, 0.072, -0.642, -0.959, 0.200, 0.183, 0.203, 0.153, 0.201, 0.208, 0.197, -0.977, 0.483, 0.480, -0.979, 0.492, 0.467, -0.981, 0.501, 0.468, -0.971, 0.498, 0.449, -1.054, 0.504, 0.480, -1.065, 0.501, 0.467, -0.954, 0.466, 0.503, -0.989, 0.488, 0.460, -0.985, 0.476, 0.511, -0.964, 0.479, 0.507, -0.999, 0.480, 0.494, -0.989, 0.472, 0.507, -0.959, 0.500, 0.514, -0.951, 0.490, 0.486],
  "lumo_energy_ev": 2.26,
  "orbital_gap_ev": 8.1,
  "charge": -1
}

---

Q:
{
  "formula": "C3H35O15",
  "method": "wB97M-V/def2-TZVPD",
  "elements": ["C", "C", "C", "O", "H", "H", "H", "H", "H", "H", "H", "O", "H", "H", "O", "H", "H", "O", "H", "H", "O", "H", "H", "O", "H", "H", "O", "H", "H", "O", "H", "H", "O", "H", "H", "O", "H", "H", "O", "H", "H", "O", "H", "H", "O", "H", "H", "O", "H", "H", "O", "H", "H"],
  "coordinates": [[-0.93, -0.99, 0.58], [-1.15, -0.69, -0.93], [-1.78, 0.71, -1.13], [0.13, -0.58, -1.69], [-0.67, -2.02, 0.76], [-1.87, -0.89, 1.13], [-0.14, -0.39, 0.92], [-1.77, -1.40, -1.43], [-2.63, 0.87, -0.57], [-2.09, 0.93, -2.15], [-1.09, 1.53, -0.87], [0.72, 1.24, 3.55], [-0.17, 1.05, 3.35], [1.08, 0.71, 2.86], [-0.60, -3.02, 3.18], [0.17, -3.17, 2.64], [-0.34, -3.17, 4.10], [-0.23, -2.23, -3.95], [-0.83, -2.85, -3.69], [0.01, -1.69, -3.22], [1.52, 1.24, -0.40], [0.95, 0.63, -0.89], [1.59, 0.93, 0.48], [1.41, 3.77, -1.28], [1.56, 4.13, -0.39], [1.48, 2.82, -1.15], [-0.92, 3.55, -2.76], [-0.02, 3.72, -2.43], [-1.51, 4.13, -2.29], [1.50, -3.73, 1.35], [2.44, -3.92, 1.45], [0.98, -4.50, 1.16], [-2.22, 1.66, 2.27], [-1.44, 2.10, 2.02], [-2.78, 1.72, 1.50], [1.40, -2.70, -1.12], [0.90, -1.90, -1.13], [1.52, -2.93, -0.21], [2.47, -0.50, -2.78], [2.53, -1.41, -3.11], [1.63, -0.49, -2.31], [-0.53, 3.15, 0.95], [-1.09, 3.40, 0.22], [0.06, 2.54, 0.52], [2.06, -0.49, 1.95], [1.32, -1.13, 1.96], [2.70, -0.69, 2.66], [-1.46, -0.53, 3.92], [-2.04, -0.15, 3.27], [-1.14, -1.35, 3.52], [-0.07, 1.05, -3.84], [-0.73, 1.54, -3.35], [0.12, 0.41, -3.20]],
  "nbo_charge": [-0.642, 0.110, -0.617, -1.034, 0.197, 0.208, 0.188, 0.162, 0.168, 0.215, 0.192, -0.961, 0.473, 0.461, -0.961, 0.493, 0.478, -0.959, 0.445, 0.498, -1.009, 0.510, 0.480, -0.992, 0.473, 0.511, -0.975, 0.511, 0.452, -0.965, 0.501, 0.499, -0.980, 0.497, 0.464, -1.012, 0.493, 0.452, -0.970, 0.463, 0.487, -0.953, 0.472, 0.494, -0.961, 0.495, 0.491, -0.987, 0.487, 0.479, -0.961, 0.458, 0.481],
  "lumo_energy_ev": 1.76,
  "orbital_gap_ev": 7.5,
  "charge": -1
}

---

How do the energies compare? Relative to the most stable structure, in kJ/mol: P 7.7; Q 0.0.

---

P:
{
  "formula": "C4H10O3",
  "method": "wB97M-V/def2-TZVPD",
  "elements": ["C", "O", "C", "C", "C", "O", "H", "H", "H", "H", "H", "H", "H", "H", "H", "H", "O"],
  "coordinates": [[0.02, 2.10, -0.29], [-0.87, 2.54, -1.33], [-0.08, 0.54, -0.15], [-0.87, 0.13, 1.12], [-0.01, -0.80, 1.93], [0.32, -1.89, 1.52], [-0.32, 2.61, 0.62], [0.99, 2.44, -0.65], [-1.75, 2.80, -1.03], [0.94, 0.18, -0.10], [-0.74, 0.33, -0.97], [-1.18, 0.95, 1.77], [-1.81, -0.39, 0.91], [0.35, -0.45, 2.91], [2.00, -2.92, -1.58], [1.03, -1.71, -1.78], [1.31, -2.56, -2.11]],
  "nbo_charge": [-0.052, -0.744, -0.447, -0.517, 0.444, -0.521, 0.163, 0.186, 0.471, 0.218, 0.250, 0.203, 0.238, 0.108, 0.472, 0.474, -0.945],
  "lumo_energy_ev": 0.68,
  "smiles": "O=CCCCO.O",
  "orbital_gap_ev": 10.7,
  "charge": 0
}

---

Q:
{
  "formula": "C4H10O3",
  "method": "wB97M-V/def2-TZVPD",
  "elements": ["C", "C", "O", "C", "C", "H", "H", "H", "H", "H", "H", "H", "H", "O", "H", "H", "O"],
  "coordinates": [[1.02, 2.28, 1.47], [0.25, 1.33, 0.96], [0.58, 0.01, 1.13], [-1.10, 1.47, 0.37], [-1.48, 0.85, -0.73], [2.04, 1.99, 1.74], [0.68, 3.29, 1.56], [1.16, -0.15, 1.89], [-1.72, 2.16, 0.92], [-0.90, 0.16, -1.34], [-2.41, 1.15, -1.20], [-1.04, -3.34, 0.17], [0.17, -2.29, 0.01], [-0.73, -2.45, 0.34], [0.57, -1.78, -2.05], [1.56, -2.80, -2.63], [1.35, -1.87, -2.61]],
  "nbo_charge": [-0.521, 0.301, -0.708, -0.243, -0.339, 0.202, 0.211, 0.487, 0.215, 0.196, 0.196, 0.473, 0.476, -0.947, 0.467, 0.469, -0.935],
  "lumo_energy_ev": 0.50,
  "smiles": "C=CC(=C)O.O.O",
  "orbital_gap_ev": 9.3,
  "charge": 0
}

---

How do the energies compare? Relative to the most stable structure, in kJ/mol: P 0.0; Q 50.4.

---

P:
{
  "formula": "C4H10O3",
  "method": "wB97M-V/def2-TZVPD",
  "elements": ["C", "O", "C", "C", "O", "C", "O", "H", "H", "H", "H", "H", "H", "H", "H", "H", "H"],
  "coordinates": [[-0.48, -1.38, -1.85], [-1.21, -0.45, -1.09], [-0.48, 0.70, -0.71], [-0.34, 0.69, 0.83], [-0.31, -0.65, 1.29], [1.03, 1.20, 1.27], [2.04, 0.36, 0.75], [-0.82, -2.39, -1.59], [0.60, -1.33, -1.64], [-0.66, -1.18, -2.92], [0.52, 0.73, -1.17], [-1.01, 1.58, -1.11], [-1.17, 1.24, 1.30], [-1.17, -1.06, 1.17], [1.09, 1.22, 2.37], [1.22, 2.20, 0.88], [1.85, -0.54, 1.07]],
  "nbo_charge": [-0.245, -0.557, -0.097, 0.045, -0.743, -0.075, -0.723, 0.185, 0.178, 0.171, 0.189, 0.181, 0.167, 0.489, 0.175, 0.180, 0.482],
  "lumo_energy_ev": 0.85,
  "smiles": "COC[C@@H](O)CO",
  "orbital_gap_ev": 10.6,
  "charge": 0
}

---

Q:
{
  "formula": "C4H10O3",
  "method": "wB97M-V/def2-TZVPD",
  "elements": ["C", "C", "C", "C", "O", "O", "O", "H", "H", "H", "H", "H", "H", "H", "H", "H", "H"],
  "coordinates": [[-0.45, -0.49, 0.75], [-1.07, -0.50, -0.46], [2.81, 0.54, 0.32], [-2.42, 0.13, -0.68], [1.88, 0.99, -0.64], [-0.59, 0.45, 1.72], [-0.90, -1.60, -1.30], [-1.32, 1.05, 1.49], [-0.28, -2.24, -0.92], [0.41, -1.12, 0.95], [0.90, 0.66, -0.68], [3.74, 1.12, 0.32], [2.55, 0.62, 1.38], [3.07, -0.49, 0.02], [-3.23, -0.55, -0.40], [-2.55, 1.06, -0.12], [-2.56, 0.35, -1.74]],
  "nbo_charge": [0.064, 0.171, -0.247, -0.659, -0.779, -0.667, -0.691, 0.479, 0.479, 0.181, 0.495, 0.183, 0.165, 0.157, 0.230, 0.202, 0.235],
  "lumo_energy_ev": 0.55,
  "smiles": "C/C(O)=C\\O.CO",
  "orbital_gap_ev": 9.0,
  "charge": 0
}

---

R:
{
  "formula": "C4H10O3",
  "method": "wB97M-V/def2-TZVPD",
  "elements": ["C", "O", "C", "C", "O", "C", "O", "H", "H", "H", "H", "H", "H", "H", "H", "H", "H"],
  "coordinates": [[2.85, 0.62, 0.21], [1.90, -0.13, 0.92], [-0.09, -0.13, -0.83], [-1.02, -0.72, 0.10], [-0.47, 0.54, 0.44], [-2.48, -0.69, -0.24], [-2.81, 0.54, -0.85], [3.80, 0.45, 0.70], [2.63, 1.70, 0.20], [2.94, 0.29, -0.84], [-0.42, 0.48, -1.65], [0.88, -0.62, -0.95], [-0.67, -1.54, 0.73], [1.08, 0.38, 1.02], [-3.08, -0.86, 0.67], [-2.67, -1.49, -0.95], [-2.38, 1.22, -0.31]],
  "nbo_charge": [-0.252, -0.762, -0.125, 0.027, -0.543, -0.086, -0.708, 0.179, 0.166, 0.147, 0.206, 0.221, 0.205, 0.492, 0.167, 0.188, 0.477],
  "lumo_energy_ev": 0.92,
  "smiles": "OC[C@H]1CO1.CO",
  "orbital_gap_ev": 10.8,
  "charge": 0
}

---

S:
{
  "formula": "C4H10O3",
  "method": "wB97M-V/def2-TZVPD",
  "elements": ["O", "C", "C", "C", "C", "O", "H", "H", "H", "H", "H", "H", "H", "H", "H", "H", "O"],
  "coordinates": [[2.96, 0.12, -1.84], [2.30, 0.46, -0.90], [1.01, -0.33, -0.61], [0.30, 0.18, 0.64], [-0.81, 1.23, 0.48], [-0.24, -1.01, 1.39], [2.50, 1.37, -0.30], [1.33, -1.34, -0.38], [0.37, -0.32, -1.49], [0.96, 0.57, 1.41], [-1.60, 0.79, -0.14], [-0.55, 2.23, 0.15], [-1.18, 1.20, 1.50], [0.10, -0.96, 2.27], [-1.98, -1.24, -0.17], [-3.21, -1.47, -0.96], [-2.26, -1.47, -1.05]],
  "nbo_charge": [-0.505, 0.448, -0.553, 0.109, -0.648, -0.761, 0.106, 0.255, 0.252, 0.162, 0.218, 0.225, 0.217, 0.473, 0.475, 0.465, -0.938],
  "lumo_energy_ev": 0.62,
  "smiles": "C[C@@H](O)CC=O.O",
  "orbital_gap_ev": 10.5,
  "charge": 0
}

---

How do the energies compare? Relative to the most stable structure, in kJ/mol: P 8.1; Q 103.4; R 122.5; S 0.0.